# 1
Below is a cluster of 2 separate species, ClH7N2Si2 in total at a distorted geometry, with properties calculated with the ωB97M-V functional and the def2-TZVPD basis.

Last columns: bonded neighbours and bond lengths (Å).
Cartesian coordinates (Å):
1 N 1.7337 -0.4250 -1.4514  Si3 1.764, H6 1.013, H7 1.015
2 N -1.9615 1.5840 0.5790  Si4 1.745, H8 1.031, H9 1.018
3 Si 1.6777 -0.8225 0.2664  N1 1.764, H10 1.617, H11 1.484, H12 1.514
4 Si -2.8754 0.7145 -0.6269  N2 1.745, Cl5 2.044
5 Cl -2.6073 -1.1533 0.1585  Si4 2.044
6 H 2.1052 0.4923 -1.6668  N1 1.013
7 H 0.7876 -0.5942 -1.7788  N1 1.015
8 H -2.4460 2.4217 0.9355  N2 1.031
9 H -1.5704 1.0143 1.3270  N2 1.018
10 H 3.0887 -0.6033 1.0245  Si3 1.617
11 H 1.4678 -2.2693 0.0094  Si3 1.484
12 H 0.5999 -0.3594 1.2234  Si3 1.514

Gap between HOMO and LUMO ... 9.3 eV
Energy above the lowest of the compared OMol25 structures with the same formula, charge and spin ... 44.37 kcal/mol
HOMO energy ... -9.402 eV
Electronic energy ... -1152.912707 Ha

***

# 2
Below is the molecule C9H16N2O2S, with properties calculated with the ωB97M-V functional and the def2-TZVPD basis.

Last columns: bonded neighbours and bond lengths (Å).
Cartesian coordinates (Å):
1 C 4.3474 0.2691 -0.2679  C2 1.517, H15 1.087, H16 1.087, H17 1.086
2 C 3.1627 1.1984 -0.0830  C1 1.517, O3 1.427, H18 1.096, H19 1.096
3 O 2.0032 0.4082 0.1761  C2 1.427, C4 1.335
4 C 0.8181 0.8914 -0.2050  O3 1.335, O5 1.206, C6 1.499
5 O 0.6615 1.9888 -0.6790  C4 1.206
6 C -0.2668 -0.1214 0.0068  C4 1.499, C7 1.506, C11 1.506, N13 1.457
7 C -1.6558 0.3469 -0.3370  C6 1.506, C8 1.506, N9 1.257
8 C -2.0520 1.6069 0.3858  C7 1.506, H20 1.088, H21 1.088, H22 1.086
9 N -2.3327 -0.3545 -1.1308  C7 1.257, C10 1.424
10 C -3.6719 -0.0867 -1.5353  N9 1.424, H23 1.097, H24 1.090, H25 1.091
11 C -0.0834 -1.1110 1.1276  C6 1.506, C12 1.506, N13 1.427, H26 1.088
12 C -1.2701 -1.6354 1.8928  C11 1.506, H27 1.088, H28 1.087, H29 1.086
13 N 0.0412 -1.5254 -0.2324  C6 1.457, C11 1.427, S14 1.700
14 S 1.5150 -2.0459 -0.9012  N13 1.700, H30 1.338
15 H 4.1612 -0.4106 -1.0951  C1 1.087
16 H 5.2416 0.8502 -0.4763  C1 1.087
17 H 4.5063 -0.3224 0.6294  C1 1.086
18 H 2.9804 1.8085 -0.9748  C2 1.096
19 H 3.3116 1.8714 0.7694  C2 1.096
20 H -1.4984 2.4442 -0.0349  C8 1.088
21 H -1.7891 1.5213 1.4381  C8 1.088
22 H -3.1165 1.8028 0.2972  C8 1.086
23 H -4.1054 0.8594 -1.1881  C10 1.097
24 H -3.6903 -0.1051 -2.6253  C10 1.090
25 H -4.2920 -0.9138 -1.1851  C10 1.091
26 H 0.8321 -1.0126 1.7072  C11 1.088
27 H -1.5521 -0.9375 2.6791  C12 1.088
28 H -1.0188 -2.5902 2.3477  C12 1.087
29 H -2.1092 -1.7752 1.2175  C12 1.086
30 H 0.9222 -2.9196 -1.7233  S14 1.338

Gap between HOMO and LUMO ... 9.7 eV
Energy above the lowest of the compared OMol25 structures with the same formula, charge and spin ... 0.00 kcal/mol
HOMO energy ... -8.930 eV
Electronic energy ... -1010.655517 Ha

***

# 3
Below is a cluster of 2 separate species, C2H8N4 in total at a distorted geometry, with properties calculated with the ωB97M-V functional and the def2-TZVPD basis.

Last columns: bonded neighbours and bond lengths (Å).
Cartesian coordinates (Å):
1 H 0.7685 -1.5447 1.1525  N2 1.030
2 N 1.5867 -1.0684 0.7474  H1 1.030, C3 1.283
3 C 1.4085 0.1983 0.8505  N2 1.283, N4 1.349, H5 1.104
4 N 2.3027 1.0953 0.3848  C3 1.349, H6 1.012, H7 1.014
5 H 0.5111 0.6437 1.3134  C3 1.104
6 H 2.3727 1.9730 0.8838  N4 1.012
7 H 3.1981 0.6743 0.1605  N4 1.014
8 C -0.9379 -0.8583 -1.2651  N9 1.294, H11 1.101, H12 1.104
9 N -1.8512 -0.8311 -0.3492  C8 1.294, N10 1.352
10 N -2.3704 0.4008 -0.1468  N9 1.352, H13 1.023, H14 1.023
11 H -0.4427 -1.8107 -1.5115  C8 1.101
12 H -0.6021 0.0346 -1.8213  C8 1.104
13 H -3.0880 0.3500 0.5809  N10 1.023
14 H -2.8560 0.7430 -0.9800  N10 1.023

Gap between HOMO and LUMO ... 10.0 eV
Energy above the lowest of the compared OMol25 structures with the same formula, charge and spin ... 41.90 kcal/mol
HOMO energy ... -8.879 eV
Electronic energy ... -299.963949 Ha

***

# 4
Below is a cluster of 11 separate species, C38H66O33 in total at a distorted geometry, with properties calculated with the ωB97M-V functional and the def2-TZVPD basis.

Last columns: bonded neighbours and bond lengths (Å).
Cartesian coordinates (Å):
1 C -1.2885 -2.6041 3.2301  C2 1.557, O6 1.423, H7 1.090, H8 1.090
2 C -0.1124 -3.5517 3.6094  C1 1.557, O3 1.438, H9 1.090, H10 1.090
3 O -0.8386 -4.5675 4.3226  C2 1.438, C4 1.332
4 C -2.1543 -4.3597 4.3541  O3 1.332, O5 1.193, O6 1.315
5 O -2.9495 -4.9579 5.0112  C4 1.193
6 O -2.4395 -3.3926 3.5092  C1 1.423, C4 1.315
7 H -1.2529 -2.3046 2.1826  C1 1.090
8 H -1.3424 -1.6539 3.7614  C1 1.090
9 H 0.5744 -3.0149 4.2639  C2 1.090
10 H 0.3106 -3.9803 2.7009  C2 1.090
11 C 1.1847 1.1661 -6.3000  C12 1.553, O16 1.447, H17 1.090, H18 1.090
12 C 1.8683 1.2770 -4.9096  C11 1.553, O13 1.430, H19 1.090, H20 1.090
13 O 1.4501 0.0447 -4.3172  C12 1.430, C14 1.425
14 C 0.3433 -0.4867 -5.0399  O13 1.425, O15 1.265, O16 1.274
15 O -0.2615 -1.5512 -4.7196  C14 1.265
16 O 0.0720 0.2858 -6.0154  C11 1.447, C14 1.274
17 H 1.8639 0.6095 -6.9457  C11 1.090
18 H 0.9201 2.1371 -6.7186  C11 1.090
19 H 1.4264 2.0484 -4.2789  C12 1.090
20 H 2.9434 1.3089 -5.0865  C12 1.090
21 C -0.0371 1.0419 -1.4333  C22 1.498, O26 1.460, H27 1.090, H28 1.090
22 C -1.3279 0.4468 -1.9062  C21 1.498, O23 1.452, H29 1.090, H30 1.090
23 O -1.3805 -0.8780 -1.3146  C22 1.452, C24 1.353
24 C -0.2712 -1.1158 -0.5783  O23 1.353, O25 1.224, O26 1.321
25 O -0.0047 -2.1868 -0.0486  C24 1.224
26 O 0.4726 -0.0244 -0.5762  C21 1.460, C24 1.321
27 H -0.2165 1.9948 -0.9355  C21 1.090
28 H 0.6553 1.1121 -2.2722  C21 1.090
29 H -1.5290 0.2884 -2.9657  C22 1.090
30 H -2.0812 1.1391 -1.5304  C22 1.090
31 C 1.9642 -5.6943 -0.0650  C32 1.495, H38 1.090, H39 1.090, H40 1.090
32 C 1.3807 -5.3798 -1.4049  C31 1.495, C33 1.502, O37 1.433, H41 1.090
33 C 2.0197 -4.2311 -2.1326  C32 1.502, O34 1.402, H42 1.090, H43 1.090
34 O 2.2228 -4.6746 -3.4475  C33 1.402, C35 1.405
35 C 2.0447 -6.0674 -3.4025  O34 1.405, O36 1.178, O37 1.361
36 O 2.2192 -6.7257 -4.3639  C35 1.178
37 O 1.6366 -6.5471 -2.1957  C32 1.433, C35 1.361
38 H 1.5710 -6.6155 0.3651  C31 1.090
39 H 1.7960 -4.9360 0.6997  C31 1.090
40 H 3.0399 -5.8675 -0.0954  C31 1.090
41 H 0.3625 -4.9915 -1.3760  C32 1.090
42 H 2.9637 -4.0424 -1.6214  C33 1.090
43 H 1.4235 -3.3228 -2.0443  C33 1.090
44 C -2.0032 5.1334 -0.4152  C45 1.540, H51 1.090, H52 1.090, H53 1.090
45 C -2.6551 4.7151 -1.7466  C44 1.540, C46 1.526, O50 1.444, H54 1.090
46 C -2.6905 5.7699 -2.8488  C45 1.526, O47 1.441, H55 1.090, H56 1.090
47 O -2.0340 5.0655 -3.9215  C46 1.441, C48 1.340
48 C -1.5064 3.8955 -3.5351  O47 1.340, O49 1.235, O50 1.306
49 O -0.7546 3.1828 -4.2071  C48 1.235
50 O -1.9852 3.5918 -2.3585  C45 1.444, C48 1.306
51 H -0.9355 5.3384 -0.4922  C44 1.090
52 H -2.0186 4.3156 0.3053  C44 1.090
53 H -2.5467 5.9779 0.0084  C44 1.090
54 H -3.6670 4.3287 -1.6245  C45 1.090
55 H -2.0427 6.6108 -2.6011  C46 1.090
56 H -3.6836 6.0990 -3.1546  C46 1.090
57 C 2.0817 -0.9558 2.2444  O58 1.454, H63 1.090, H64 1.090, H65 1.090
58 O 2.0588 -1.0838 3.6922  C57 1.454, C59 1.323
59 C 3.1638 -0.9058 4.3983  O58 1.323, O60 1.209, O61 1.360
60 O 4.2648 -0.6252 3.9840  C59 1.209
61 O 2.8931 -1.2225 5.6930  C59 1.360, C62 1.427
62 C 3.9480 -1.5366 6.6006  O61 1.427, H66 1.090, H67 1.090, H68 1.090
63 H 2.9631 -1.4826 1.8789  C57 1.090
64 H 2.1631 0.1163 2.0650  C57 1.090
65 H 1.1570 -1.4271 1.9114  C57 1.090
66 H 4.3170 -0.6323 7.0846  C62 1.090
67 H 4.7667 -2.0921 6.1431  C62 1.090
68 H 3.5010 -2.0455 7.4546  C62 1.090
69 C -4.0133 -1.7110 -3.6553  O70 1.451, H75 1.090, H76 1.090, H77 1.090
70 O -4.7040 -0.4352 -3.6912  C69 1.451, C71 1.334
71 C -4.9878 0.0521 -2.4820  O70 1.334, O72 1.273, O73 1.322
72 O -4.6449 -0.4308 -1.3557  C71 1.273
73 O -5.7495 1.1288 -2.5784  C71 1.322, C74 1.392
74 C -6.3268 1.6793 -1.4371  O73 1.392, H78 1.090, H79 1.090, H80 1.090
75 H -4.6100 -2.4832 -3.1698  C69 1.090
76 H -3.0399 -1.5825 -3.1818  C69 1.090
77 H -3.7017 -1.9801 -4.6646  C69 1.090
78 H -6.7282 0.8641 -0.8351  C74 1.090
79 H -7.0943 2.3760 -1.7741  C74 1.090
80 H -5.6439 2.2484 -0.8064  C74 1.090
81 C -1.4132 3.2477 3.3956  O82 1.419, H87 1.090, H88 1.090, H89 1.090
82 O -1.7674 1.8743 3.3640  C81 1.419, C83 1.360
83 C -2.4253 1.4560 2.2494  O82 1.360, O84 1.226, O85 1.360
84 O -2.4502 1.9567 1.1307  C83 1.226
85 O -2.8951 0.2076 2.5132  C83 1.360, C86 1.434
86 C -3.5345 -0.6560 1.5643  O85 1.434, H90 1.090, H91 1.090, H92 1.090
87 H -0.6264 3.4778 2.6772  C81 1.090
88 H -1.0774 3.4869 4.4047  C81 1.090
89 H -2.2969 3.8539 3.1964  C81 1.090
90 H -4.4640 -0.1482 1.3069  C86 1.090
91 H -3.7954 -1.6284 1.9819  C86 1.090
92 H -3.0259 -0.8504 0.6200  C86 1.090
93 C 1.7383 4.6778 -1.6119  C94 1.562, H100 1.090, H101 1.090, H102 1.090
94 C 1.7741 5.8868 -0.6231  C93 1.562, O95 1.459, H103 1.090, H104 1.090
95 O 2.8230 5.7424 0.3812  C94 1.459, C96 1.331
96 C 4.1016 6.0401 0.1625  O95 1.331, O97 1.223, O98 1.385
97 O 4.8254 6.4511 1.0590  C96 1.223
98 O 4.3487 5.9424 -1.1969  C96 1.385, C99 1.462
99 C 5.7411 6.2021 -1.5605  O98 1.462, H105 1.090, H106 1.090, H107 1.090
100 H 1.3077 3.8257 -1.0862  C93 1.090
101 H 2.7114 4.3880 -2.0085  C93 1.090
102 H 1.0391 4.9240 -2.4111  C93 1.090
103 H 0.8116 6.0252 -0.1307  C94 1.090
104 H 1.9843 6.8412 -1.1059  C94 1.090
105 H 5.7986 6.8046 -2.4670  C99 1.090
106 H 6.2445 5.2546 -1.7528  C99 1.090
107 H 6.3470 6.8420 -0.9190  C99 1.090
108 C 2.1140 2.6653 4.2130  C109 1.495, H115 1.090, H116 1.090, H117 1.090
109 C 2.6164 3.5741 3.1376  C108 1.495, O110 1.371, H118 1.090, H119 1.090
110 O 2.5179 3.1652 1.8326  C109 1.371, C111 1.334
111 C 3.3333 2.2686 1.2762  O110 1.334, O112 1.218, O113 1.344
112 O 4.2227 1.6163 1.7922  C111 1.218
113 O 2.8822 2.0650 0.0270  C111 1.344, C114 1.400
114 C 3.5918 1.3614 -0.9539  O113 1.400, H120 1.090, H121 1.090, H122 1.090
115 H 1.1039 2.2740 4.0918  C108 1.090
116 H 2.2035 3.1417 5.1893  C108 1.090
117 H 2.5989 1.6891 4.2210  C108 1.090
118 H 3.6539 3.9066 3.1715  C109 1.090
119 H 2.0217 4.4872 3.1653  C109 1.090
120 H 3.9262 0.3810 -0.6148  C114 1.090
121 H 4.4493 1.9026 -1.3538  C114 1.090
122 H 2.9233 1.1998 -1.7995  C114 1.090
123 C -1.1719 -7.7603 2.9194  C124 1.516, H130 1.090, H131 1.090, H132 1.090
124 C -1.8895 -7.7278 1.5838  C123 1.516, O125 1.417, H133 1.090, H134 1.090
125 O -2.4035 -6.4207 1.3982  C124 1.417, C126 1.318
126 C -2.4305 -5.8428 0.2139  O125 1.318, O127 1.217, O128 1.355
127 O -1.9966 -6.3341 -0.8115  C126 1.217
128 O -2.9309 -4.6093 0.4698  C126 1.355, C129 1.437
129 C -3.2821 -3.7848 -0.6533  O128 1.437, H135 1.090, H136 1.090, H137 1.090
130 H -1.8551 -7.5534 3.7432  C123 1.090
131 H -0.3497 -7.0479 2.9859  C123 1.090
132 H -0.7199 -8.7480 3.0097  C123 1.090
133 H -2.6125 -8.5431 1.6109  C124 1.090
134 H -1.1454 -7.9687 0.8245  C124 1.090
135 H -4.1019 -4.1503 -1.2717  C129 1.090
136 H -2.3531 -3.5751 -1.1836  C129 1.090
137 H -3.4934 -2.7890 -0.2637  C129 1.090

Net charge ... -1
Gap between HOMO and LUMO (spin up / spin down) ... 1.8 / 10.8 eV
2S+1 ... 2
HOMO energy (spin up / spin down) ... 0.127 / -8.946 eV
Electronic energy ... -3970.468188 Ha